ORCA calculation (the ωB97M-V functional and the def2-TZVPD basis) on a 2-piece molecular cluster, C7H11N3O3 overall.

- M: 185.18 g mol⁻¹
- Gap between HOMO and LUMO: 0.356 Ha
- LUMO level: 0.17 eV
- E: -18048.4531 eV
- Spin multiplicity: 1
- Energy above the lowest of the compared OMol25 structures with the same formula, charge and spin: 56.9 kcal per mole
- SMILES: O=c1cc[nH]c(=O)[nH]1.CNC(C)=O

Geometry as XYZ:
```
24
C7H11N3O3, DFT the ωB97M-V functional and the def2-TZVPD basis
O -2.32 2.55 0.02
C -2.46 1.37 0.01
C -1.49 0.38 0.39
C -1.85 -0.92 0.53
N -3.08 -1.39 0.23
C -4.09 -0.59 -0.20
O -5.17 -1.04 -0.61
N -3.76 0.75 -0.22
H -0.44 0.67 0.56
H -1.16 -1.73 0.87
H -3.22 -2.36 0.23
H -4.51 1.38 -0.51
C 4.56 0.67 -0.31
N 3.19 0.48 0.05
C 2.41 -0.63 -0.02
C 0.96 -0.36 0.11
O 2.93 -1.66 -0.29
H 5.05 -0.37 -0.43
H 4.79 1.06 -1.27
H 5.13 1.08 0.49
H 2.57 1.43 -0.15
H 0.75 0.73 -0.42
H 0.85 -0.27 1.41
H 0.37 -1.23 -0.47
```

=====

ORCA calculation (the ωB97M-V functional and the def2-TZVPD basis) on C11H13F2N in the gas phase.

- M: 197.23 g mol⁻¹
- Gap between HOMO and LUMO (spin up / spin down): 0.231 / 0.242 Ha
- LUMO level (spin up / spin down): 0.93 / -2.75 eV
- E: -18536.7208 eV
- Spin multiplicity: 3

Geometry as XYZ:
```
27
C11H13F2N, DFT the ωB97M-V functional and the def2-TZVPD basis
C 2.95 -1.78 0.30
C 1.78 -2.41 0.77
C 2.79 -0.55 -0.38
C 0.50 -1.80 0.55
C 1.51 -0.02 -0.74
C 0.33 -0.63 -0.21
C -0.47 1.19 1.74
C -0.72 2.26 0.73
C -1.45 0.99 0.54
C -1.15 0.79 -1.93
C -1.12 0.01 -0.53
N -2.17 -1.04 -0.74
F -0.33 1.79 -2.25
F -2.42 1.39 -1.88
H 3.92 -2.08 0.63
H 1.92 -3.41 1.21
H 3.59 0.16 -0.67
H -0.36 -2.07 1.20
H 1.36 0.81 -1.42
H 0.51 0.67 1.74
H -0.96 1.30 2.73
H -1.22 3.25 1.01
H 0.01 2.54 -0.02
H -2.41 0.90 0.90
H -1.27 0.05 -2.72
H -1.96 -1.69 0.03
H -3.18 -0.62 -0.61
```

=====

ORCA calculation (the ωB97M-V functional and the def2-TZVPD basis) on C16H33As2BF6GeO2PtSi2 as an isolated structure.

- M: 855.94 g mol⁻¹
- Gap between HOMO and LUMO (spin up / spin down): 0.201 / 0.198 Ha
- LUMO level (spin up / spin down): -6.14 / -6.23 eV
- E: -235395.6550 eV
- Spin multiplicity: 2
- Total charge: +1

Geometry as XYZ:
```
64
C16H33As2BF6GeO2PtSi2, DFT the ωB97M-V functional and the def2-TZVPD basis
Pt -0.44 -0.28 -0.48
O -0.61 -3.14 -1.77
B -1.03 -2.23 -0.80
O -2.22 -2.67 -0.24
C -2.56 -3.82 -0.88
C -3.67 -4.63 -0.74
C -3.77 -5.71 -1.61
C -2.79 -5.98 -2.56
C -1.66 -5.19 -2.69
C -1.56 -4.11 -1.83
H -4.43 -4.43 0.00
H -4.63 -6.35 -1.56
H -2.92 -6.81 -3.23
H -0.90 -5.39 -3.43
F 0.74 1.32 1.53
As 0.69 0.20 2.98
F 1.69 1.31 3.83
F -0.74 0.99 3.50
F 0.76 -0.96 4.22
F -0.27 -0.93 1.98
F 2.17 -0.54 2.20
C -3.69 0.23 -1.88
Ge -2.90 1.55 -0.62
C -3.10 0.99 1.26
C -3.62 3.39 -0.97
C -0.92 1.68 -1.11
H -4.76 0.39 -1.95
H -3.52 -0.78 -1.51
H -3.27 0.32 -2.88
H -4.16 0.83 1.50
H -2.72 1.74 1.95
H -2.58 0.05 1.44
H -4.68 3.39 -0.75
H -3.47 3.66 -2.00
H -3.13 4.11 -0.32
H -0.42 2.41 -0.47
H -0.80 1.93 -2.16
C 4.48 -0.21 -3.38
Si 3.27 -1.32 -2.38
C 1.77 -1.79 -3.46
C 4.14 -2.78 -1.51
As 2.23 0.04 -0.52
Si 4.15 1.54 0.30
C 5.63 0.34 0.39
C 3.75 2.38 1.95
C 4.21 2.80 -1.14
H 4.82 -0.76 -4.25
H 5.36 0.08 -2.81
H 3.98 0.69 -3.73
H 2.08 -2.43 -4.27
H 1.31 -0.91 -3.89
H 1.01 -2.32 -2.89
H 4.50 -3.50 -2.24
H 3.46 -3.29 -0.84
H 5.00 -2.45 -0.93
H 5.39 -0.53 0.98
H 6.48 0.83 0.86
H 5.96 0.01 -0.59
H 3.65 1.65 2.75
H 2.82 2.95 1.91
H 4.55 3.07 2.23
H 4.54 2.35 -2.07
H 4.92 3.59 -0.90
H 3.24 3.26 -1.31
```

=====

ORCA calculation (the ωB97M-V functional and the def2-TZVPD basis) on C34H35Cl5N2O4SSiY as an isolated structure.

- M: 861.99 g mol⁻¹
- Gap between HOMO and LUMO: 0.254 Ha
- LUMO level: 2.21 eV
- E: -129370.0340 eV
- Spin multiplicity: 1
- Total charge: -1
- Energy above the lowest of the compared OMol25 structures with the same formula, charge and spin: 12.2 kcal per mole

Geometry as XYZ:
```
83
C34H35Cl5N2O4SSiY, DFT the ωB97M-V functional and the def2-TZVPD basis
Y 0.12 0.09 0.38
O -2.50 2.78 -2.71
C -3.66 2.10 -2.70
C -4.69 2.54 -3.53
C -5.89 1.86 -3.59
C -6.10 0.73 -2.80
C -5.09 0.29 -1.96
C -3.87 0.96 -1.89
C -2.79 0.49 -0.99
O -1.57 0.90 -1.21
N -3.16 -0.31 -0.02
N -2.13 -0.66 0.84
C -2.44 -1.55 1.70
C -1.55 -2.10 2.69
C -1.91 -3.31 3.31
C -1.09 -3.93 4.22
C 0.12 -3.32 4.57
C 0.49 -2.12 4.01
C -0.32 -1.46 3.05
O 0.05 -0.32 2.55
H -1.89 2.30 -2.10
H -4.52 3.43 -4.13
H -6.68 2.21 -4.25
H -7.04 0.19 -2.85
H -5.22 -0.58 -1.33
H -3.45 -1.97 1.65
H -2.85 -3.77 3.02
H -1.38 -4.87 4.67
H 0.78 -3.80 5.29
H 1.42 -1.64 4.28
Cl 3.36 -0.35 1.15
C 2.72 -1.92 0.74
C 1.38 -1.94 0.38
C 0.89 -3.20 0.06
Cl -0.77 -3.25 -0.46
C 1.64 -4.36 0.11
Cl 0.93 -5.89 -0.27
C 2.99 -4.28 0.45
Cl 3.96 -5.70 0.49
C 3.54 -3.04 0.76
Cl 5.22 -2.91 1.14
C 2.07 3.44 1.74
Si 1.01 2.66 0.33
C 2.00 3.17 -1.24
C -0.52 3.82 0.34
C -1.54 3.57 1.26
C -2.70 4.33 1.30
C -2.88 5.37 0.39
C -1.88 5.64 -0.54
C -0.72 4.87 -0.56
H 2.18 4.52 1.59
H 3.08 3.00 1.77
H 1.62 3.28 2.72
H 2.32 4.21 -1.21
H 1.40 3.02 -2.15
H 2.89 2.54 -1.34
H -1.43 2.75 1.97
H -3.47 4.11 2.02
H -3.79 5.96 0.40
H -2.02 6.44 -1.25
H 0.04 5.10 -1.30
C -1.68 0.45 -6.48
C -1.86 -0.02 -5.04
C -0.56 0.11 -4.24
S -0.57 -1.01 -2.79
O 0.64 -0.60 -2.00
C -0.05 -2.55 -3.70
C 1.42 -2.90 -3.50
C 2.34 -2.29 -4.56
H -2.64 0.44 -7.01
H -0.99 -0.21 -7.02
H -1.28 1.46 -6.50
H -2.20 -1.06 -5.03
H -2.64 0.56 -4.55
H -0.44 1.10 -3.82
H 0.31 -0.14 -4.84
H -0.30 -2.41 -4.75
H -0.69 -3.33 -3.29
H 1.53 -3.98 -3.49
H 1.73 -2.54 -2.52
H 2.05 -2.61 -5.56
H 3.37 -2.61 -4.39
H 2.32 -1.20 -4.51
```

=====

ORCA calculation (the ωB97M-V functional and the def2-TZVPD basis) on a 2-piece molecular cluster, C3H4FNO overall.

- M: 89.07 g mol⁻¹
- Gap between HOMO and LUMO: 0.365 Ha
- LUMO level: 0.23 eV
- E: -9426.0413 eV
- Spin multiplicity: 1
- Energy above the lowest of the compared OMol25 structures with the same formula, charge and spin: 105.5 kcal per mole
- SMILES: O=C=NF.C=C

Geometry as XYZ:
```
10
C3H4FNO, DFT the ωB97M-V functional and the def2-TZVPD basis
O -2.85 -1.32 0.20
C -2.22 -0.41 0.02
N -1.41 0.45 0.04
F -1.21 1.57 -0.69
C 1.47 0.60 0.11
C 1.00 -0.63 0.12
H 1.70 1.00 -0.83
H 1.81 1.13 1.01
H 1.01 -1.07 -0.88
H 0.68 -1.32 0.89
```

=====

ORCA calculation (the ωB97M-V functional and the def2-TZVPD basis) on C6H11NO in the gas phase.

- M: 113.16 g mol⁻¹
- Gap between HOMO and LUMO: 0.386 Ha
- LUMO level: 1.06 eV
- E: -9935.6639 eV
- Spin multiplicity: 1
- Energy above the lowest of the compared OMol25 structures with the same formula, charge and spin: 64.4 kcal per mole
- SMILES: C=C[C@@H](O)CN1CC1

Geometry as XYZ:
```
19
C6H11NO, DFT the ωB97M-V functional and the def2-TZVPD basis
C 0.24 2.27 2.14
C -0.77 1.68 1.40
C -0.67 0.27 0.83
O -2.02 -0.26 0.72
C -0.04 0.30 -0.56
N -0.20 -1.07 -1.09
C 0.94 -1.95 -0.84
C 0.62 -1.42 -2.25
H 1.15 1.76 2.36
H 0.13 3.28 2.58
H -1.65 2.27 1.25
H -0.06 -0.35 1.51
H -1.96 -1.03 0.13
H 0.97 0.67 -0.49
H -0.62 0.99 -1.20
H 0.68 -2.98 -0.58
H 1.80 -1.59 -0.32
H 0.22 -2.18 -2.92
H 1.24 -0.65 -2.67
```

=====

ORCA calculation (the ωB97M-V functional and the def2-TZVPD basis) on C4H4N2O2 in the gas phase.

- M: 112.09 g mol⁻¹
- Gap between HOMO and LUMO: 0.361 Ha
- LUMO level: -0.03 eV
- E: -11283.5726 eV
- Spin multiplicity: 1
- Energy above the lowest of the compared OMol25 structures with the same formula, charge and spin: 114.5 kcal per mole
- SMILES: [H]/N=C/N(O)C(=O)C#C

Geometry as XYZ:
```
12
C4H4N2O2, DFT the ωB97M-V functional and the def2-TZVPD basis
H 3.56 0.20 -0.10
N 2.72 -0.36 -0.03
C 1.74 0.43 -0.08
N 0.54 -0.14 0.20
O 0.29 -1.49 -0.05
C -0.60 0.56 -0.01
O -0.57 1.81 0.02
C -1.93 -0.04 -0.09
C -3.03 -0.61 -0.05
H 1.69 1.52 -0.01
H 1.11 -1.92 0.24
H -3.99 -0.97 0.25
```